No. 1
The molecule C9H14N2 in a non-equilibrium geometry. Source: the Open Molecules 2025 dataset; level of theory: wB97M-V/def2-TZVPD.

**E_HOMO**: -8.16 eV
**Spin multiplicity**: 1
**Relative energy (zero: lowest compared OMol25 entry of this formula, charge and spin)**: 371.5 kJ/mol
**Structure (SMILES)**: C[C@H](Nn1cccc1)C1CC1
**LUMO energy**: 1.02 eV
**Kohn-Sham gap**: 9.18 eV
**Energy**: -12536.584 eV

Atoms and positions in Å:
C (0.3023, -1.8224, 0.7694)
C (0.4371, -0.4584, 0.0717)
N (-0.8735, -0.1934, -0.7046)
N (-1.8190, 0.5821, -0.1193)
C (-2.9447, 0.0815, 0.4146)
C (-3.6577, 1.1161, 0.9370)
C (-2.8861, 2.2818, 0.8237)
C (-1.7461, 1.9026, 0.0751)
C (1.5754, -0.5667, -0.9037)
C (2.1695, 0.6952, -1.5106)
C (2.9050, 0.0337, -0.4226)
H (0.2157, -2.6700, 0.0171)
H (-0.7282, -1.9004, 1.3619)
H (1.2513, -2.0375, 1.4456)
H (0.5686, 0.3268, 0.7864)
H (-1.4111, -0.9994, -0.7104)
H (-3.1950, -1.0038, 0.1982)
H (-4.6195, 0.9691, 1.5949)
H (-3.1704, 3.3401, 1.1186)
H (-0.7983, 2.3983, -0.2632)
H (1.6888, -1.5136, -1.3911)
H (1.6560, 1.6251, -1.2527)
H (2.3907, 0.7054, -2.4742)
H (3.8959, -0.4487, -0.4051)
H (2.7840, 0.6046, 0.4862)

Force components x, y, z for each atom (eV/Å):
-0.64 -1.19 1.62
-1.69 -1.70 -1.12
2.53 0.51 -0.65
-0.05 1.24 0.99
-0.96 -2.35 -0.62
-2.67 -0.23 2.70
0.70 1.61 -0.90
0.66 1.64 0.58
1.28 1.49 0.94
-2.04 0.10 3.10
0.30 -0.10 1.05
0.35 1.08 0.68
2.41 0.31 -0.75
-2.18 0.37 -1.21
0.08 0.62 0.32
-0.13 -2.69 -0.81
0.23 1.59 0.65
1.97 0.48 -1.75
0.52 -1.72 -0.37
-1.40 -0.22 0.45
-0.17 -0.16 -0.57
0.09 -0.28 0.15
1.47 -0.36 -4.07
-0.74 0.06 -0.77
0.09 -0.08 0.35

***

No. 2
A cluster of 2 separate species, C9H14N2 in total in a non-equilibrium geometry. Source: the Open Molecules 2025 dataset; level of theory: wB97M-V/def2-TZVPD.

**E_HOMO**: -19.07 eV
**Spin multiplicity**: 1
**Relative energy (zero: lowest compared OMol25 entry of this formula, charge and spin)**: 178.2 kJ/mol
**LUMO energy**: -9.19 eV
**Total charge**: +2
**Kohn-Sham gap**: 9.88 eV
**Energy**: -12519.317 eV

Atoms and positions in Å:
C (1.4115, 3.8645, 2.6166)
C (-0.0276, 0.8145, 0.9063)
C (0.0066, -3.2920, -1.5636)
C (0.3471, -2.5727, -0.2106)
C (-0.5028, -2.1391, -2.3278)
C (-0.7406, -1.4825, -0.0816)
C (-1.1626, -1.2258, -1.4597)
C (1.8543, 4.7399, 3.5451)
C (-1.9233, -0.1560, -2.0695)
N (0.9866, 3.0802, 1.9068)
N (-0.3682, -0.2596, 0.5504)
H (0.5530, 2.2459, 1.4921)
H (0.7605, -3.7131, -2.0433)
H (-0.6425, -4.1344, -1.4165)
H (0.4292, -3.4646, 0.5270)
H (1.3450, -2.0854, -0.2450)
H (0.4793, -1.5714, -2.4405)
H (-0.9657, -2.2746, -3.3247)
H (-1.5615, -1.9385, 0.5481)
H (1.7104, 4.2288, 4.5339)
H (2.9470, 5.1220, 3.7024)
H (1.2973, 5.6600, 3.5273)
H (-1.4218, 0.8926, -1.7655)
H (-2.9527, -0.0634, -1.7826)
H (-1.8584, -0.2753, -3.1252)

Force components x, y, z for each atom (eV/Å):
-0.22 -1.96 -2.22
-1.06 -3.24 -0.95
-2.24 1.45 3.16
1.67 -2.53 0.33
-0.55 -0.19 -1.73
-0.41 -0.87 2.00
-0.22 0.43 -1.36
2.87 2.55 4.31
1.66 2.44 1.03
0.59 1.37 0.83
0.91 2.48 0.74
-0.40 -0.80 -0.65
3.97 -1.60 -1.81
-1.06 0.01 0.17
-0.50 2.25 -0.42
-0.54 -0.30 -0.08
-0.71 0.34 -0.31
0.41 0.17 0.46
0.23 0.42 -0.87
-0.32 0.44 -0.58
-1.54 -1.21 -1.33
-0.64 0.35 0.02
-1.07 -2.14 -0.51
-0.68 -0.06 0.57
-0.13 0.18 -0.81

***

No. 3
A cluster of 2 separate species, C9H14N2O2 in total in a non-equilibrium geometry. Source: the Open Molecules 2025 dataset; level of theory: wB97M-V/def2-TZVPD.

**E_HOMO**: -9.36 eV
**Spin multiplicity**: 1
**Relative energy (zero: lowest compared OMol25 entry of this formula, charge and spin)**: 252.7 kJ/mol
**Structure (SMILES)**: O=c1cc[nH]c(=O)[nH]1.C1CCCC1
**LUMO energy**: 0.31 eV
**Kohn-Sham gap**: 9.67 eV
**Energy**: -16633.459 eV

Atoms and positions in Å:
O (2.6502, 0.9245, -0.5134)
C (1.9497, 0.7183, 0.4545)
C (1.6950, -0.6729, 0.8810)
C (1.2170, -0.8720, 2.1346)
N (0.7384, 0.1361, 2.9019)
C (0.6365, 1.4172, 2.4529)
O (0.2122, 2.3083, 3.1372)
N (1.3446, 1.6245, 1.2238)
H (2.1011, -1.2928, 0.0795)
H (1.4048, -1.9090, 2.5747)
H (0.5696, -0.0827, 3.9967)
H (1.6136, 2.5700, 1.0741)
C (-1.9989, -0.7433, -0.4956)
C (-1.4622, -1.5002, -1.8098)
C (-0.8542, -0.3056, -2.6505)
C (-0.0962, 0.4400, -1.4503)
C (-1.2374, 0.5964, -0.5018)
H (-3.0946, -0.7447, -0.3440)
H (-1.7508, -1.3082, 0.5968)
H (-2.1605, -2.1761, -2.3774)
H (-0.4359, -2.1189, -1.5988)
H (-1.3233, 0.3444, -3.4240)
H (0.0601, -0.5688, -3.1602)
H (0.4800, 1.3406, -1.9178)
H (0.6296, -0.2976, -1.1262)
H (-1.9488, 1.3911, -0.7357)
H (-0.9395, 0.7816, 0.5978)

Force components x, y, z for each atom (eV/Å):
0.31 1.07 0.08
0.14 -2.86 -0.47
0.13 1.17 0.28
1.97 -3.01 -1.51
-0.86 -1.59 3.97
1.92 0.55 -0.12
-0.40 0.41 -0.36
-1.23 1.49 1.95
-0.20 -0.81 1.10
-1.01 1.66 -0.28
0.26 1.14 -3.79
-0.16 0.93 -0.19
0.90 -2.79 2.20
1.56 -0.16 -0.34
2.12 0.10 0.87
-0.78 1.12 -3.21
-0.60 0.54 3.30
0.43 0.58 -0.88
-0.09 0.96 -3.09
0.52 0.76 0.86
-2.79 1.13 -0.12
-0.75 -0.45 1.21
-0.03 -1.11 -0.85
-1.21 -1.28 1.44
-0.14 0.24 0.04
0.36 0.20 -0.37
-0.36 0.00 -1.73

***

No. 4
The molecule C9H14N2O2S in a non-equilibrium geometry. Source: the Open Molecules 2025 dataset; level of theory: wB97M-V/def2-TZVPD.

**E_HOMO**: -7.68 eV
**Spin multiplicity**: 1
**Relative energy (zero: lowest compared OMol25 entry of this formula, charge and spin)**: 267.1 kJ/mol
**Structure (SMILES)**: Cn1ccn(C(=O)OC(C)(C)C)c1=S
**LUMO energy**: 0.70 eV
**Kohn-Sham gap**: 8.38 eV
**Energy**: -27468.778 eV

Atoms and positions in Å:
C (-0.7336, 3.5396, -2.8101)
N (-1.1788, 2.2985, -2.1109)
C (-2.2649, 1.5050, -2.3931)
C (-2.2994, 0.5385, -1.4244)
N (-1.1733, 0.6624, -0.5664)
C (-0.6797, -0.1642, 0.4009)
O (-1.6529, -0.9048, 0.6125)
O (0.6121, -0.1932, 0.8656)
C (1.0777, -1.4763, 1.4397)
C (0.7753, -2.8202, 0.6459)
C (2.6052, -1.2213, 1.5453)
C (0.4824, -1.5073, 2.9630)
C (-0.4502, 1.7444, -1.0458)
S (0.8855, 2.5213, -0.3596)
H (-1.1520, 3.4441, -3.7983)
H (0.3176, 3.6381, -2.9544)
H (-1.1797, 4.3568, -2.2924)
H (-2.9185, 1.5678, -3.2405)
H (-3.1073, -0.2041, -1.3855)
H (0.1519, -3.4785, 1.2065)
H (0.2634, -2.6303, -0.2289)
H (1.6452, -3.3335, 0.2891)
H (3.0059, -1.0903, 0.5409)
H (3.1150, -2.0603, 1.8902)
H (3.0252, -0.3716, 2.1321)
H (0.3908, -0.4387, 3.3958)
H (1.0174, -2.1467, 3.7247)
H (-0.5803, -1.7754, 2.9579)

Force components x, y, z for each atom (eV/Å):
-1.51 -1.78 -0.17
2.38 -0.08 0.41
0.53 -1.31 2.10
-1.21 -0.50 -0.89
2.40 4.49 -3.41
-2.97 -3.36 0.68
2.62 -1.34 2.42
-2.78 -0.43 -1.77
0.63 -0.24 3.17
0.71 1.72 1.43
-0.28 1.33 -1.11
-0.36 1.28 -0.16
-0.06 2.45 -0.21
-0.66 -0.58 -0.52
-0.37 0.25 -0.43
0.75 -0.21 0.57
0.02 0.85 0.29
-0.07 0.39 -0.06
1.02 0.20 0.51
-0.30 -0.40 0.62
-1.40 0.75 -1.89
0.88 -0.14 0.37
-0.11 0.18 -0.26
0.53 -1.80 0.86
-1.17 -0.33 -0.23
0.81 -1.49 -0.84
-0.29 0.57 -1.22
0.24 -0.47 -0.25